[1]
Entry from the OMol25 dataset: a cluster of 13 separate species, C23H53N7O36S6 in total at a distorted geometry (the ωB97M-V functional and the def2-TZVPD basis).

```
! RIJCOSX wB97M-V def2-TZVPD def2/J DEFGRID3
* xyz 0 1
S -0.0942 -15.9227 0.7423
S -3.4720 -16.0689 8.9242
S -1.2979 -14.4356 5.2251
S -3.9830 -24.1429 3.7848
S -5.0081 -14.0360 1.8592
S -2.7807 -23.7926 8.0162
O -1.0098 -19.5759 -0.0130
O -2.8441 -25.2504 4.1629
O -7.7360 -18.7014 10.1999
O -5.2640 -14.8566 3.0113
O -3.8848 -15.5223 7.6803
O -0.3823 -15.3216 6.2436
O -5.4137 -14.7590 0.4531
O -5.4043 -21.1647 2.1748
O -3.1153 -19.8438 0.2777
O -7.0024 -20.0265 3.0631
O -3.9013 -15.5764 10.1904
O -3.7239 -13.4027 1.7611
O -6.1981 -12.9712 1.7374
O -1.5681 -13.3591 6.4182
O -9.2011 -22.2541 5.2236
O -5.3856 -17.2624 -1.3566
O -9.0138 -24.0496 6.4236
O -3.7651 -17.6576 8.9190
O -2.5167 -15.0806 4.8711
O -3.0971 -25.1894 8.0411
O -4.7170 -25.2334 2.8646
O -1.3370 -15.8072 1.7989
O -2.2752 -23.3516 9.5215
O 0.5470 -17.2020 0.8862
O -1.1284 -15.9947 -0.5491
O -1.8492 -16.2718 8.9385
O -4.6874 -23.7454 4.9756
O 0.6761 -14.7245 0.7799
O -3.7608 -22.8496 7.5995
O 1.6288 -19.7381 5.4450
O -0.4729 -13.8363 4.2206
O -3.3465 -23.1158 3.0268
O -0.5099 -19.8699 5.5345
O -1.3074 -23.5053 7.3598
O -7.4795 -16.9470 -0.9818
O -5.4378 -19.7810 6.7790
N -6.4115 -17.4627 -0.7394
N -1.9745 -20.2610 0.2143
N -6.5726 -20.9982 2.4866
N -4.4644 -19.2190 4.8143
N 0.5536 -19.9569 4.9412
N -8.7710 -22.9003 6.1528
N -8.0679 -17.3006 8.4445
C -7.7310 -22.2460 6.9921
C -2.7779 -18.2856 8.1220
C -2.3972 -16.6139 1.3142
C 0.4690 -20.0527 3.4511
C -2.4647 -16.2157 -0.1600
C 0.4499 -14.4548 7.0123
C -3.3523 -19.5178 3.8972
C -7.5738 -22.0430 2.0212
C -0.6301 -22.4789 8.0911
C -5.9789 -13.8108 -0.4601
C -6.4742 -12.6039 0.3938
C -4.7060 -20.0458 5.8329
C -7.7864 -18.5084 8.9991
C -8.3753 -16.1567 9.2627
C -4.9706 -17.8458 4.7324
C -3.3625 -26.5778 4.2720
C -6.3241 -18.4190 0.4059
C -7.9641 -17.0602 7.0312
C -1.7622 -21.6771 0.5959
C -1.4918 -17.5888 8.5608
C -1.3266 -22.3269 9.4420
C -0.4544 -13.1944 7.2715
C -4.6024 -26.5799 3.2957
H -4.1470 -20.9936 5.7769
H -0.5921 -22.4336 10.2417
H -2.5448 -27.1941 3.9150
H -5.8743 -17.8081 4.1249
H -6.9934 -22.7895 1.4929
H -1.8096 -22.1883 -0.3664
H -0.7958 -21.7949 1.0699
H -0.8916 -13.1132 8.2646
H -2.5094 -19.0915 4.4418
H -3.5188 -19.0967 2.9102
H 1.5068 -20.0933 3.1320
H -5.5697 -26.8423 3.7149
H -0.1289 -19.2428 3.0528
H -8.9344 -16.9568 6.5358
H -3.0656 -15.3306 -0.3617
H 1.3412 -14.1589 6.4673
H -4.3243 -27.1831 2.4350
H -9.2579 -15.6005 8.9312
H -7.3825 -16.1563 6.8241
H -7.4250 -17.8134 6.4537
H -5.8460 -11.7376 0.1778
H -2.5917 -21.9785 1.2208
H -5.1804 -13.6956 -1.1942
H -4.2292 -17.1956 4.2698
H -7.9103 -21.1766 7.0312
H -5.3170 -18.7534 0.6261
H -3.2223 -20.5937 3.7942
H -1.7727 -21.3398 9.5916
H -0.7056 -17.6677 7.8122
H -7.4572 -19.2818 8.2887
H 0.3989 -22.7962 8.2377
H -0.6419 -21.5248 7.5648
H -6.8402 -14.2163 -0.9918
H -8.5805 -16.4203 10.2962
H -5.1778 -17.4384 5.7194
H -2.9418 -18.0607 7.0606
H -7.5701 -15.4162 9.2485
H -2.8565 -17.0552 -0.7388
H -7.8608 -22.6148 8.0071
H -3.6301 -26.7234 5.3169
H -8.0188 -22.4219 2.9370
H -8.2454 -21.4787 1.3831
H -1.1389 -18.1908 9.4061
H -6.9404 -19.2811 0.1592
H 0.0617 -21.0397 3.2332
H 0.6695 -14.9528 7.9501
H -3.2889 -16.2430 1.8246
H 0.0678 -12.2711 7.0209
H -2.8797 -19.3492 8.3189
H -6.7844 -17.8805 1.2313
H -6.7277 -22.4820 6.6503
H -7.5371 -12.4155 0.3035
H -2.2564 -17.6620 1.5758
*
```

Orbital gap (eV): 8.272
HOMO energy (eV): -8.60
Strongest force on any atom (eV Å⁻¹): 2.55
E_tot (eV): -173842.2977

Löwdin population analysis, charges in e, atoms 1 to 99: S 0.68; S 0.64; S 0.65; S 0.65; S 0.64; S 0.67; O 0.08; O -0.22; O 0.00; O -0.22; O -0.21; O -0.22; O -0.24; O 0.04; O 0.04; O 0.07; O -0.21; O -0.21; O -0.19; O -0.21; O 0.05; O 0.06; O 0.07; O -0.18; O -0.21; O -0.22; O -0.21; O -0.21; O -0.18; O -0.25; O -0.18; O -0.19; O -0.23; O -0.21; O -0.22; O 0.08; O -0.21; O -0.24; O 0.03; O -0.19; O 0.07; O -0.01; N -0.44; N -0.43; N -0.42; N -0.15; N -0.43; N -0.45; N -0.18; C 0.05; C -0.18; C -0.18; C 0.07; C -0.18; C -0.15; C -0.04; C 0.08; C -0.16; C -0.14; C -0.14; C -0.35; C -0.32; C -0.06; C -0.02; C -0.12; C 0.05; C -0.07; C 0.06; C -0.18; C -0.20; C -0.15; C -0.13; H 0.13; H 0.13; H 0.13; H 0.08; H 0.09; H 0.11; H 0.09; H 0.13; H 0.07; H 0.07; H 0.10; H 0.13; H 0.09; H 0.09; H 0.11; H 0.12; H 0.13; H 0.09; H 0.09; H 0.07; H 0.13; H 0.06; H 0.13; H 0.07; H 0.08; H 0.07; H 0.07

---

[2]
Entry from the OMol25 dataset: a cluster of 4 separate species, C23H54BrN2O16P3S in total at a distorted geometry (the ωB97M-V functional and the def2-TZVPD basis).

```
! RIJCOSX wB97M-V def2-TZVPD def2/J DEFGRID3
* xyz 0 1
Br 2.7967 -0.1826 -3.3232
S -2.2424 0.4093 2.8571
P -1.7648 -5.8768 -4.5403
P 3.1218 5.5671 -3.0794
P -8.2970 2.5446 3.6412
O -2.1418 -7.2821 -4.1975
O -8.4012 4.1147 4.0349
O 2.8187 6.8157 -2.0316
O -1.1206 -6.0957 -6.0498
O -3.6076 0.9478 2.2185
O -7.9238 2.2640 2.2199
O 2.9387 6.2325 -4.4050
O -9.9444 2.4151 3.5527
O -6.8413 2.3885 4.4108
O -2.4193 0.1160 4.2374
O -0.3396 -5.3757 -3.9568
O -1.2736 1.4554 2.6918
O 1.8429 4.7295 -2.5370
O -0.1086 -4.4718 0.6101
O 3.8876 4.1747 -3.5411
O -2.5937 -5.0156 -3.3886
N 3.8445 -2.1598 2.1494
N 1.6747 -3.4902 -0.5573
C 0.8503 -3.7380 0.5712
C -10.6206 3.2953 2.6679
C 6.7788 -0.8877 2.7724
C -5.5968 2.3229 3.7219
C 3.2533 -0.2856 -1.4137
C 2.8653 -2.8156 1.3003
C 2.1346 -1.0736 -0.6379
C 1.4067 -2.9675 1.7805
C 7.7314 0.1991 3.3155
C -0.3804 -1.0755 1.3955
C 0.6524 -1.7387 2.3395
C -3.1933 -5.6146 -2.2464
C 2.6966 -2.4514 -0.1922
C -7.5152 5.0534 3.4451
C 0.0991 -5.8336 -2.6825
C -1.8141 -1.0861 1.9647
C 2.2322 8.0465 -2.4325
C 5.3443 -0.3228 2.7449
C 0.5274 5.1911 -2.8049
C 3.4271 1.1597 -0.9143
C 3.1981 3.3213 -4.4468
C 4.4564 -0.9416 1.6382
C -0.0001 -6.9609 -6.1597
H 2.4174 2.7661 -3.9294
H -3.3833 1.6033 1.5423
H -6.6189 5.1674 4.0573
H 3.9115 1.8000 -1.6528
H -5.6554 2.5655 2.6658
H 8.6951 -0.2381 3.5814
H 3.2197 -3.8580 1.2393
H 7.8625 0.9813 2.5632
H 2.7735 3.8765 -5.2830
H -0.1580 -7.8916 -5.6154
H -1.9690 -1.9270 2.6409
H 1.0050 -3.2122 -1.2686
H 6.7810 -1.7791 3.4023
H 1.4119 -1.0150 2.6556
H 0.1830 5.8459 -2.0026
H -0.0771 -0.0304 1.2736
H -10.6865 4.2961 3.0955
H -2.9112 -6.6513 -2.0935
H 3.5463 -2.0696 3.1077
H 3.5506 -2.7838 -0.7892
H 7.2558 0.6721 4.1790
H -7.2435 4.7602 2.4297
H 2.4259 1.5332 -0.6761
H -10.1355 3.3340 1.6929
H -2.5022 -1.2084 1.1248
H -0.1241 4.3194 -2.8420
H -5.1709 1.3345 3.8456
H 2.9659 8.8475 -2.3405
H 3.9272 2.6126 -4.8359
H 4.8331 -0.4459 3.7076
H 0.9048 -6.4666 -5.8055
H 1.4210 -3.6840 2.6093
H 0.4753 5.7098 -3.7635
H -8.0309 6.0117 3.4076
H -4.9321 3.0452 4.2022
H -0.2391 -5.1522 -1.9025
H 5.3669 0.7610 2.5725
H 1.8324 8.0364 -3.4415
H 4.0285 1.2220 -0.0046
H -2.8663 -5.0348 -1.3806
H 1.3010 -1.1456 -1.3322
H 4.1970 -0.8179 -1.3221
H 1.4151 8.2455 -1.7361
H -0.4248 -1.4908 0.3886
H 3.6526 -0.2057 1.4886
H 1.9223 -0.4380 0.2227
H 7.0644 -1.1572 1.7522
H -4.2786 -5.5406 -2.3228
H 5.0617 -1.0918 0.7429
H 0.1179 -7.1899 -7.2177
H -11.6282 2.9021 2.5419
H 1.1879 -5.8397 -2.6846
H -0.2531 -6.8457 -2.4777
H 0.1344 -2.0595 3.2451
*
```

Orbital gap (eV): 7.837
HOMO energy (eV): -9.09
Strongest force on any atom (eV Å⁻¹): 6.73
E_tot (eV): -169208.0980
Structure (SMILES): CCCCN[C@@H]1[C@H](C[C@H](C)Br)NC(=O)[C@@H]1CCCS(=O)(=O)O.COP(=O)(OC)OC.COP(=O)(OC)OC.COP(=O)(OC)OC

Löwdin population analysis, charges in e, atoms 1 to 99: Br 0.72; S 0.60; P 0.62; P 0.62; P 0.62; O -0.28; O -0.27; O -0.26; O -0.27; O -0.17; O -0.28; O -0.27; O -0.27; O -0.25; O -0.26; O -0.27; O -0.29; O -0.28; O 0.09; O -0.27; O -0.26; N 0.00; N 0.10; C -0.43; C -0.12; C -0.25; C -0.12; C -0.71; C -0.26; C -0.17; C -0.16; C -0.12; C -0.21; C -0.11; C -0.11; C -0.22; C -0.10; C -0.10; C -0.20; C -0.12; C -0.20; C -0.10; C -0.14; C -0.14; C -0.23; C -0.12; H 0.05; H 0.11; H 0.09; H 0.06; H 0.07; H 0.07; H 0.15; H 0.07; H 0.09; H 0.09; H 0.11; H 0.13; H 0.10; H 0.12; H 0.09; H 0.10; H 0.09; H 0.08; H 0.11; H 0.15; H 0.07; H 0.09; H 0.09; H 0.09; H 0.11; H 0.09; H 0.07; H 0.09; H 0.08; H 0.11; H 0.09; H 0.15; H 0.09; H 0.09; H 0.10; H 0.06; H 0.11; H 0.08; H 0.06; H 0.09; H 0.08; H 0.07; H 0.09; H 0.10; H 0.09; H 0.09; H 0.10; H 0.09; H 0.12; H 0.09; H 0.09; H 0.09; H 0.09

---

[3]
Entry from the OMol25 dataset: a structure of composition C23H55BBr2N7O7P3S at a distorted geometry (the ωB97M-V functional and the def2-TZVPD basis).

```
! RIJCOSX wB97M-V def2-TZVPD def2/J DEFGRID3
* xyz 0 1
Br 3.3362 -3.4332 -7.6784
Br 3.7098 -0.5459 -6.8157
S -2.3274 -1.4713 -4.6499
P 1.7585 1.9745 3.0354
P -5.0161 3.3690 4.9355
P -0.5836 -1.8340 -3.8757
O 0.1212 1.0440 -5.3852
O 0.2938 1.7423 3.3242
O 1.8672 -0.2266 -4.6248
O 3.1338 -3.3404 -2.8953
O 2.0664 -1.4553 -1.9450
O 0.5320 -1.1153 -6.1477
O -4.6591 3.4796 6.4002
N -5.6042 3.7725 3.3782
N 1.7130 2.0566 1.3212
N 3.3287 2.6479 3.0940
N -0.3541 -3.4437 -7.8296
N -3.4092 3.2914 4.3237
N 2.3440 0.5044 3.7246
N -5.9189 1.9065 4.9642
C 3.9505 2.7587 4.4131
C 3.1152 -0.5058 3.0397
C -6.3433 2.9381 2.4552
C -5.0789 4.9939 2.7710
C -0.5365 -3.8073 -6.6376
C 1.9255 1.0062 0.3565
C 3.8644 -3.2262 -5.7789
C 3.5020 -1.7753 -5.3201
C 5.3937 -3.4310 -5.7567
C 1.4844 -0.1358 4.7176
C -5.4685 0.5590 4.7160
C 2.8495 -5.7075 -2.8785
C 2.3709 -4.3858 -2.2792
C 0.8147 -2.1259 -5.2199
C -1.7958 -4.5023 -6.2009
C 2.1285 -1.6529 -4.5565
C 0.7631 0.0345 -5.3808
C -2.3581 3.8383 5.1774
C 0.5819 -3.5892 -5.5783
C -2.8559 2.2244 3.5172
C 4.2467 2.8771 1.9981
C -7.1948 1.9694 5.6569
C 1.0396 3.2203 0.7658
B 2.4425 -2.1706 -3.0624
H 2.5649 -4.4223 -1.2082
H 3.9124 -0.0811 2.4276
H 4.5537 3.6660 4.4916
H -1.8217 -5.5297 -6.5564
H -3.5329 1.9050 2.7212
H -0.1726 -0.8692 -2.9338
H -2.0471 3.1279 5.9527
H -2.6823 4.7561 5.6613
H -5.7217 2.1450 2.0297
H -1.4839 4.0933 4.5729
H 3.9325 -5.7103 -2.7931
H -2.6395 -3.9513 -6.5987
H 2.4840 -1.1527 2.4157
H 0.6860 -0.7261 4.2513
H -1.8707 -4.5226 -5.1186
H 0.9829 0.6435 -0.0763
H 2.6059 -5.6838 -3.9387
H -7.6089 0.9755 5.8200
H 2.3985 -6.5544 -2.3755
H 3.1941 2.8185 5.1945
H -2.5728 1.3559 4.1244
H -4.5303 0.5149 4.1712
H 0.0688 3.3926 1.2433
H 1.2953 -4.2925 -2.4450
H 5.8886 -2.6439 -5.1955
H -5.8468 5.5086 2.1881
H -7.0998 2.4502 6.6362
H 4.5891 1.8952 4.6236
H 1.0285 0.5985 5.3756
H 0.5672 -3.0219 -7.9251
H 4.6479 1.9425 1.5953
H 0.8619 3.1056 -0.3023
H 5.0933 3.4799 2.3336
H 1.1982 -1.7109 -1.6260
H -1.9534 2.5584 3.0042
H -5.3453 -0.0175 5.6418
H 2.4549 0.1488 0.7600
H 1.6477 4.1264 0.8986
H 0.2688 -4.1566 -4.7045
H -7.2232 2.4887 2.9127
H -6.1958 0.0343 4.0807
H -0.7018 -3.0483 -3.1535
H 3.7941 3.4442 1.1867
H 2.0782 -0.7980 5.3535
H 3.6232 -1.1514 3.7625
H 2.5588 1.3699 -0.4628
H -7.9326 2.5367 5.0707
H -4.2296 4.7767 2.1156
H -6.7244 3.5369 1.6248
H 3.3741 -3.9909 -5.2004
H 5.7771 -3.3749 -6.7683
H 5.6478 -4.4206 -5.3932
H 4.2761 -1.4907 -4.6140
H 1.4544 -4.0958 -5.9761
H -4.7455 5.6942 3.5356
*
```

Orbital gap (eV): 7.612
HOMO energy (eV): -7.80
Strongest force on any atom (eV Å⁻¹): 6.12
E_tot (eV): -228966.8651

Partial atomic charges computed with the Löwdin method, in multiples of e: Br 0.73; Br 0.81; S 0.26; P 0.71; P 0.70; P 0.49; O 0.19; O -0.29; O 0.00; O 0.07; O 0.17; O 0.01; O -0.30; N -0.32; N -0.34; N -0.31; N 0.17; N -0.31; N -0.31; N -0.35; C -0.12; C -0.14; C -0.11; C -0.13; C -0.42; C -0.13; C -0.68; C -0.59; C -0.13; C -0.14; C -0.13; C -0.04; C -0.22; C -0.46; C -0.07; C -0.26; C -0.58; C -0.14; C -0.12; C -0.14; C -0.11; C -0.13; C -0.12; B -0.60; H 0.13; H 0.07; H 0.08; H 0.08; H 0.07; H 0.01; H 0.08; H 0.07; H 0.08; H 0.07; H 0.09; H 0.07; H 0.08; H 0.08; H 0.05; H 0.08; H 0.07; H 0.08; H 0.08; H 0.08; H 0.08; H 0.05; H 0.07; H 0.10; H 0.08; H 0.08; H 0.07; H 0.08; H 0.07; H 0.00; H 0.08; H 0.08; H 0.08; H 0.09; H 0.05; H 0.09; H 0.04; H 0.07; H 0.08; H 0.07; H 0.08; H 0.00; H 0.07; H 0.08; H 0.08; H 0.09; H 0.07; H 0.08; H 0.08; H 0.05; H 0.04; H 0.08; H 0.09; H 0.06; H 0.07

---

- Look up the E_tot of the first one.
  -173842.2977 eV

---

- The lowest orbital gap belongs to which entry?
  C23H55BBr2N7O7P3S

---

- What is the strongest force on any atom in the second record?
  6.73 eV Å⁻¹